Here is a structure of composition C6H7N2S2 from the OMol25 dataset. Energies are from wB97M-V/def2-TZVPD.

The calculation puts the HOMO energy at -13.019 eV. As for the energy above the lowest of the compared OMol25 structures with the same formula, charge and spin: 36.63 kcal/mol. The molar mass is 171.27 g mol⁻¹.

```
! wB97M-V def2-TZVPD RIJCOSX def2/J DEFGRID3
* xyz 1 1
C -1.0709 -0.4720 -1.9550
C 0.1377 -0.9252 -2.4263
C -1.2876 -0.0060 -0.6565
C 1.1883 -0.8319 -1.5764
C -0.2261 -0.1428 0.2379
C 0.9041 0.3448 2.2080
N 0.8973 -0.5867 -0.3157
N -0.3026 0.0506 1.5549
S 2.2552 -0.5619 1.4501
S 1.1973 2.2555 2.2605
H -2.0600 -0.4720 -2.5047
H 0.2589 -1.2316 -3.4194
H -2.2177 0.3856 -0.4111
H 2.2201 -1.0949 -2.0090
H 0.8359 0.0937 3.3820
H -1.1116 0.0876 2.1655
H 2.2524 2.1380 3.1976
*
```

***

Here is an isolated molecule of C6H7N3O from the OMol25 dataset. Energies are from wB97M-V/def2-TZVPD.

The calculation puts the HOMO energy at -9.815 eV. As for the energy above the lowest of the compared OMol25 structures with the same formula, charge and spin: 56.87 kcal/mol. As for the structure (SMILES): NNC(=O)c1ccncc1. The molar mass is 137.14 g mol⁻¹.

```
! wB97M-V def2-TZVPD RIJCOSX def2/J DEFGRID3
* xyz 0 1
C 0.5643 -1.4932 -0.6221
C 0.0010 -0.4111 0.2791
C -1.1501 0.2808 0.0663
C -1.5019 1.1826 0.9724
C 0.2368 0.8169 2.3316
C 0.7116 -0.2159 1.4925
H 0.9866 0.9644 -1.9485
H -0.3070 0.4010 -2.6699
H 0.9183 -1.8872 -2.5150
H -1.7488 0.2738 -0.6317
H -2.4545 1.8645 0.7516
H 0.8862 1.1148 3.1838
H 1.6523 -0.8138 1.8169
N 0.5260 0.1445 -2.4439
N 0.5101 -1.1548 -1.9688
N -0.8118 1.5304 2.1379
O 0.9808 -2.5978 -0.2322
*
```

***

Here is a cluster of 2 separate species, C6H7N3O in total from the OMol25 dataset. Energies are from wB97M-V/def2-TZVPD.

The calculation puts the HOMO energy at -8.602 eV. As for the energy above the lowest of the compared OMol25 structures with the same formula, charge and spin: 96.07 kcal/mol. The molar mass is 137.14 g mol⁻¹.

```
! wB97M-V def2-TZVPD RIJCOSX def2/J DEFGRID3
* xyz 0 1
C -2.3164 -1.0874 -0.3551
C 0.1773 -0.5134 0.0476
C 0.3578 0.8110 0.1469
C 1.3884 -1.2334 -0.2587
C -0.5549 1.9281 0.4867
C -1.5394 -1.7284 0.6551
N -2.8171 -0.4758 -1.1961
N 1.6760 0.9957 -0.3723
N 2.1965 -0.2615 -0.6539
O 1.6987 -2.3971 -0.3879
H -0.8190 1.9888 1.5394
H -1.4687 1.8779 -0.0312
H -0.2420 2.8403 0.1251
H -1.1779 -2.6186 0.2617
H -1.7738 -1.7106 1.6526
H 1.9767 1.8670 -0.8101
H 3.2376 -0.2824 -0.8499
*
```

***

Here is an isolated molecule of C6H7N3O3 from the OMol25 dataset. Energies are from wB97M-V/def2-TZVPD.

The calculation puts the HOMO energy at -9.318 eV. As for the energy above the lowest of the compared OMol25 structures with the same formula, charge and spin: 53.64 kcal/mol. As for the structure (SMILES): N=C=NC(=O)N[C@@H](O)[C@H]1CC1=O. The molar mass is 169.14 g mol⁻¹.

```
! wB97M-V def2-TZVPD RIJCOSX def2/J DEFGRID3
* xyz 0 1
C -0.1156 -0.6402 -1.2599
C -0.6156 1.3109 1.9457
C -1.4368 -0.6497 -0.6366
C 1.1227 1.7671 0.1272
C -1.0217 -1.8733 -1.4331
C 1.0982 -0.7100 -0.4129
N -1.3885 0.9713 2.7935
N 0.0067 1.4981 0.9218
N 1.6056 0.6700 -0.4495
O -2.2412 0.0906 -0.1476
O 1.4620 2.8522 -0.2534
O 0.9944 -1.1472 0.9361
H -1.5017 -2.0727 -2.3072
H -0.6905 -2.7110 -0.7699
H 1.9448 -1.2259 -0.8911
H -2.2287 1.1720 3.1740
H -0.0022 0.1181 -2.0582
H 2.4521 1.0040 -0.8077
H 0.5561 -0.4241 1.5287
*
```

***

| no. | energy (Eh) |
| --- | --- |
| 1 | -1138.38371 |
| 2 | -472.25123 |
| 3 | -472.18876 |
| 4 | -622.70506 |